No. 1
Below is C16H19BN6Sr as an isolated structure, with properties calculated with ωB97M-V/def2-TZVPD.

```
43
Properties=species:S:1:pos:R:3:nbo_charge:R:1
C -1.3669 1.7954 1.2473 -0.06
N -1.3091 0.6492 0.5122 -0.50
N -2.4189 -0.1133 0.8408 -0.32
C -3.2018 0.5847 1.6867 0.03
C -2.5641 1.7926 1.9876 -0.32
B -2.5884 -1.5531 0.2654 0.55
N -2.4353 -1.5193 -1.2848 -0.34
N -1.3071 -0.9961 -1.9079 -0.47
C -1.4654 -1.1929 -3.2469 -0.05
C -2.7335 -1.7725 -3.4807 -0.32
C -3.3068 -1.9440 -2.2224 0.03
Sr 0.3486 0.9144 -1.2946 1.87
N -1.4715 -2.4599 0.8937 -0.25
N -0.1467 -2.1037 0.6801 -0.15
C 0.6094 -2.9944 1.3127 -0.06
C -0.2150 -3.9533 1.9631 -0.01
C -1.5251 -3.5678 1.6607 0.11
H 1.6911 -2.9449 1.2943 0.25
H -2.4847 -3.9930 1.9289 0.27
H 0.1137 -4.7841 2.5559 0.26
H -3.6466 -1.9872 0.5698 -0.01
H -4.2826 -2.3326 -1.9456 0.25
H -4.1616 0.1968 2.0136 0.25
H -3.1750 -2.0245 -4.4264 0.26
H -2.9170 2.5595 2.6504 0.26
H -0.7060 -0.9346 -3.9840 0.21
H -0.5767 2.5517 1.2288 0.22
H 1.9238 -0.4115 -2.5957 0.21
C 2.1161 0.5390 -3.1583 -0.89
H 2.0584 0.2612 -4.2394 0.30
H 1.3680 1.3772 -3.0429 0.13
H 3.1233 0.8914 -2.8167 0.27
C 4.0869 3.3404 1.9181 -0.19
C 4.1372 3.3406 0.5146 -0.16
C 3.2170 2.5420 -0.2281 -0.37
C 2.3009 1.8183 0.4849 0.03
C 2.2196 1.7548 1.8465 -0.36
C 3.1402 2.5538 2.5937 -0.16
H 4.7953 3.9550 2.4900 0.26
H 4.8843 3.9488 -0.0045 0.25
H 3.2691 2.5303 -1.3206 0.22
H 1.4931 1.1317 2.3720 0.25
H 3.1098 2.5540 3.6876 0.25
```

## Properties
Energy relative to the best compared isomer or geometry (same formula, charge and spin), kcal per mole: 14.8
HOMO (spin up / spin down), eV: -14.741 / -14.734
Charge: +2
Kohn-Sham gap (spin up / spin down), eV: 6.795 / 4.804


No. 2
Below is C16H19Br2N5O10P2SY as an isolated structure, with properties calculated with ωB97M-V/def2-TZVPD.

```
56
Properties=species:S:1:pos:R:3:nbo_charge:R:1
Y -0.1174 -0.1235 -0.5908 1.89
C 1.5796 -0.5030 7.3449 -0.63
C 1.6683 -0.5507 5.8434 -0.01
C 0.5710 -0.9232 5.0756 -0.22
C 0.6438 -0.9382 3.6913 -0.10
C 1.8215 -0.5700 3.0670 -0.36
C 2.9368 -0.2218 3.8150 -0.17
C 2.8586 -0.2237 5.1962 -0.23
S 1.9306 -0.4722 1.2818 2.29
O 0.9873 -1.5022 0.7637 -1.01
O 3.3058 -0.7182 0.9430 -0.93
N 1.4127 0.9421 0.7717 -1.04
C 0.7061 1.7598 1.7570 -0.34
C -0.6791 1.1727 2.0864 0.79
O -1.2628 1.4579 3.1250 -0.68
O -1.1364 0.3530 1.1981 -0.90
H 0.5696 -0.7364 7.6782 0.21
H 1.8390 0.4888 7.7186 0.22
H 2.2722 -1.2158 7.7967 0.21
H -0.3578 -1.1942 5.5616 0.21
H -0.2107 -1.2338 3.0974 0.24
H 3.8528 0.0349 3.2987 0.24
H 3.7285 0.0468 5.7841 0.20
H 0.5548 2.7482 1.3224 0.23
H 1.2687 1.8824 2.6854 0.21
N -0.4623 -0.5038 -5.4553 -0.85
C 0.0822 -1.1063 -4.2293 -0.63
C 0.7696 -2.4461 -4.4918 -0.64
P 1.3630 -0.0043 -3.4456 2.39
O 0.6067 1.4520 -3.4504 -1.01
O 2.5521 0.1138 -4.3149 -1.14
O 1.4649 -0.4450 -2.0050 -1.17
P -1.1797 -1.2856 -2.9132 2.37
O -2.4143 -1.9112 -3.7587 -1.00
O -1.5561 0.0757 -2.3663 -1.19
O -0.7709 -2.1998 -1.8016 -1.12
H 0.3210 -0.2284 -6.0433 0.38
H -1.6451 1.2251 -5.4904 0.49
H -1.0176 -1.1948 -5.9513 0.37
H 1.6279 -2.2987 -5.1494 0.23
H 0.0725 -3.1555 -4.9442 0.20
H 1.1282 -2.8583 -3.5481 0.25
H 1.2794 2.0705 -3.7757 0.51
H -3.1385 -2.1070 -3.1437 0.51
Br -1.9986 -2.5374 1.0950 0.11
C -3.4003 -1.2243 1.4042 -0.51
Br -3.7751 -0.2928 -0.2483 0.08
H -3.0118 -0.4893 2.0976 0.26
H -4.2994 -1.7186 1.7489 0.21
N -0.8964 2.2653 -0.7911 -0.41
C -1.3981 2.7105 -1.7273 0.47
C -1.9476 3.3222 -2.8799 -0.56
C -2.2376 4.7048 -2.8882 0.30
N -2.4891 5.8293 -2.8987 -0.33
C -2.0810 2.5535 -3.9933 0.65
N -2.2914 1.9248 -4.9530 -0.56
```

## Properties
HOMO, eV: -5.940
Charge: -1
Kohn-Sham gap, eV: 8.298


No. 3
Below is C16H19BrCeCl3F6N3O6P2S2 as an isolated structure, with properties calculated with ωB97M-V/def2-TZVPD.

```
59
Properties=species:S:1:pos:R:3:mulliken_spin:R:1
Ce -0.0331 -0.3738 -0.3485 0.97
F 2.5441 -3.8308 -2.9998 0.00
C 2.5266 -2.5202 -3.0815 0.00
F 3.7120 -2.0285 -3.3534 0.00
F 1.6295 -2.1063 -3.9421 0.00
S 2.0207 -1.8676 -1.4057 0.00
O 1.8541 -0.3849 -1.5540 0.00
O 0.7356 -2.4816 -1.0266 0.00
N 3.2116 -2.1930 -0.4476 0.00
S 3.0766 -1.3485 0.9264 0.00
O 3.8311 -1.8612 2.0079 0.00
O 1.6330 -1.0398 1.1504 0.01
C 3.8035 0.3594 0.5845 0.00
F 4.4600 0.7188 1.6690 0.00
F 4.6081 0.2988 -0.4578 0.00
F 2.8353 1.2493 0.3549 0.00
C -1.6218 2.1449 2.5764 0.00
P -0.1214 2.1091 1.5417 0.00
C 1.1759 2.6948 2.6799 0.00
C -0.3498 3.6162 0.5082 0.00
C -1.5405 3.5154 -0.4533 0.00
P -1.4180 1.9840 -1.4506 0.00
C 0.0756 2.3514 -2.4742 0.00
C -2.7618 2.1280 -2.6556 0.00
H -1.8343 3.1639 2.9056 0.00
H -1.4736 1.5205 3.4594 0.00
H -2.4890 1.7563 2.0419 0.00
H 0.8012 3.5239 3.2831 0.00
H 2.0382 3.0368 2.1086 0.00
H 1.5028 1.8945 3.3458 0.00
H 0.5781 3.7564 -0.0538 0.00
H -0.4446 4.4787 1.1725 0.00
H -1.5918 4.3967 -1.0979 0.00
H -2.4793 3.4749 0.1071 0.00
H 0.1003 3.4234 -2.6776 0.00
H -0.0039 1.7969 -3.4066 0.00
H 1.0241 2.0785 -2.0062 0.00
H -2.6860 3.0834 -3.1785 0.00
H -3.7281 2.0759 -2.1527 0.00
H -2.6979 1.3132 -3.3773 0.00
Cl -2.0205 -1.0759 5.2794 0.00
C -0.7044 -1.8050 4.3759 0.00
Cl -0.7117 -3.5494 4.5004 0.00
Cl 0.8315 -1.1367 4.8641 0.00
C -0.9454 -1.4731 2.9361 0.00
N -1.1882 -1.1726 1.8599 0.01
Br -2.6691 -6.6012 -2.5902 0.00
C -2.5579 -4.8497 -1.9297 0.00
C -2.7690 -4.6204 -0.5727 0.00
N -2.7401 -3.4002 -0.0394 0.00
C -2.4600 -2.3930 -0.8627 0.00
C -2.1842 -2.5303 -2.2106 0.00
C -2.2690 -3.7949 -2.7702 0.00
C -1.7966 -1.3407 -3.0316 0.00
O -2.2642 -1.1328 -4.1237 0.00
O -0.9521 -0.5513 -2.3944 0.00
H -2.9792 -5.4493 0.0911 0.00
H -2.5393 -1.4039 -0.4180 0.00
H -2.1017 -3.9390 -3.8298 0.00
```

## Properties
Energy relative to the best compared isomer or geometry (same formula, charge and spin), kcal per mole: 15.2
<S²>: 0.75
HOMO (spin up / spin down), eV: -11.702 / -11.709
2S+1: 2
Charge: +1
Kohn-Sham gap (spin up / spin down), eV: 8.716 / 8.770


No. 4
Below is C16H19Cl2IrN7OS2 as an isolated structure, with properties calculated with ωB97M-V/def2-TZVPD.

```
48
Properties=species:S:1:pos:R:3:mulliken_spin:R:1
Ir 0.6832 0.4736 1.0680 0.00
C -0.0303 0.3464 -5.0454 0.01
C -0.9634 -0.5408 -4.2244 -0.01
N -1.5501 0.1927 -3.1266 0.01
C -0.9668 0.4417 -1.9643 -0.01
S 0.6795 -0.1522 -1.7149 0.45
N -1.6071 1.1439 -1.0781 0.04
N -1.0960 1.4715 0.0924 -0.02
C -1.7597 2.3264 0.8280 0.02
C -3.0874 2.8466 0.4157 0.00
C -1.1002 2.8168 2.0244 0.01
C -1.6733 3.7835 2.8554 0.01
C -0.9423 4.2857 3.9182 0.00
C 0.3321 3.7919 4.1521 0.01
C 0.8241 2.8041 3.3078 0.00
N 0.1332 2.3395 2.2804 0.00
H 0.3781 -0.2225 -5.8733 0.00
H 0.7876 0.7076 -4.4262 -0.01
H -0.5609 1.2032 -5.4504 0.00
H -0.4119 -1.3961 -3.8212 0.00
H -1.7838 -0.9053 -4.8442 0.00
H -2.4319 0.6621 -3.2975 0.00
H -3.3670 2.4176 -0.5425 0.00
H -3.0568 3.9307 0.3253 0.00
H -3.8512 2.5963 1.1508 0.00
H -2.6766 4.1347 2.6757 0.00
H -1.3668 5.0495 4.5526 0.00
H 0.9326 4.1554 4.9707 0.00
H 1.8113 2.3906 3.4647 0.00
Cl -0.6534 -0.7768 2.9517 0.00
C 0.0337 -0.4983 4.5664 0.00
Cl -0.7809 0.8641 5.3565 0.00
H 1.0948 -0.2691 4.4653 0.00
H -0.1397 -1.4028 5.1490 0.00
O 4.3755 -1.6040 0.5692 -0.01
C 3.4908 -0.8769 0.7599 0.00
N 2.5391 -0.2000 0.9940 -0.01
S -0.0531 -2.1358 -0.2908 0.40
C 0.8653 -3.3211 -1.1062 -0.01
N 1.9600 -3.9030 -0.5273 0.04
C 2.5498 -4.9659 -1.1057 -0.01
C 2.0672 -5.4417 -2.3004 0.05
C 1.0300 -4.7058 -2.9055 -0.01
N 0.4583 -3.6894 -2.3092 0.05
H 2.3377 -3.5163 0.3344 0.00
H 3.4070 -5.3950 -0.6060 0.00
H 2.4838 -6.3129 -2.7764 0.00
H 0.6565 -4.9421 -3.8929 0.00
```

## Properties
Energy relative to the best compared isomer or geometry (same formula, charge and spin), kcal per mole: 122.5
<S²>: 0.77
HOMO (spin up / spin down), eV: -13.440 / -13.880
2S+1: 2
Charge: +2
Kohn-Sham gap (spin up / spin down), eV: 4.789 / 5.313


No. 5
Below is a 2-piece molecular cluster, C16H19F3N3O8S overall, with properties calculated with ωB97M-V/def2-TZVPD.

```
50
Properties=species:S:1:pos:R:3:nbo_charge:R:1
C 3.3866 -3.1533 -0.6769 -0.62
C 2.4348 -2.4585 0.2624 0.10
C 1.8881 -3.3820 1.3114 -0.66
O 1.3901 -1.8664 -0.6417 -0.54
C 0.3314 -1.3153 -0.0173 0.87
N 0.1287 0.0305 -0.4579 -0.12
N -0.8304 0.5607 -0.9822 -0.20
C -1.8646 -0.1815 -1.6997 0.85
O -1.9090 -1.3715 -1.7630 -0.60
O -2.7252 0.7113 -2.1823 -0.49
C -3.7547 0.1832 -3.1538 0.10
C -4.0789 1.3964 -4.0036 -0.62
C -4.9325 -0.4057 -2.4518 -0.64
O -0.3159 -1.8191 0.8828 -0.60
H 4.2866 -3.5242 -0.1737 0.21
H 2.8629 -4.0252 -1.1009 0.21
H 3.6912 -2.4915 -1.4939 0.22
H 2.8831 -1.5790 0.7372 0.20
H 2.6575 -3.6083 2.0736 0.21
H 1.0232 -2.9200 1.8083 0.27
H 1.5734 -4.3343 0.8457 0.20
H -3.2412 -0.5874 -3.7368 0.19
H -4.7901 1.1553 -4.7999 0.21
H -4.5185 2.1721 -3.3641 0.22
H -3.1809 1.8151 -4.4755 0.22
H -5.6773 -0.7405 -3.1769 0.21
H -4.6437 -1.2757 -1.8622 0.24
H -5.4111 0.3360 -1.8111 0.22
F -4.0974 1.2453 1.9185 -0.32
C -2.9373 0.5691 1.8732 0.72
F -2.8451 -0.2351 2.9574 -0.32
F -2.9407 -0.2193 0.7669 -0.33
S -1.5567 1.8040 1.8673 2.11
C -0.1796 0.7628 1.8003 -0.74
C 1.1690 1.2194 1.6701 0.05
C 2.2294 0.5026 2.3343 -0.30
C 3.5282 0.9266 2.1916 -0.17
C 3.8122 2.0202 1.3463 -0.03
N 5.1465 2.5073 1.2651 0.50
O 5.3654 3.5222 0.5638 -0.45
O 6.0422 1.9192 1.9186 -0.46
C 2.7936 2.6854 0.6330 -0.16
C 1.4860 2.3009 0.8108 -0.27
O -1.7434 2.6189 0.6992 -0.91
O -1.6272 2.3232 3.2185 -0.94
H -0.3705 -0.1353 2.3991 0.25
H 1.9773 -0.3625 2.9717 0.21
H 4.3639 0.4208 2.6877 0.24
H 3.0336 3.4790 -0.0617 0.23
H 0.6873 2.8044 0.2721 0.24
```

## Properties
HOMO, eV: -3.796
Charge: -1
Kohn-Sham gap, eV: 6.047


No. 6
Below is C16H19F6IN2PRu as an isolated structure, with properties calculated with ωB97M-V/def2-TZVPD.

```
46
Properties=species:S:1:pos:R:3:mulliken_spin:R:1
Ru 0.3834 0.4300 -1.8596 3.29
C 1.6805 0.9369 3.3627 0.00
C 0.3127 0.3044 3.6361 -0.01
C -0.0667 -0.8604 2.7485 0.11
C -0.4584 -2.0172 3.3821 0.01
C -0.6759 -3.2088 2.6928 0.17
C -0.4055 -3.2861 1.3272 0.01
C -0.0043 -2.1744 0.6321 0.04
C 0.3748 -2.3855 -0.8053 0.13
C 1.6944 -3.1364 -0.9621 0.02
C 0.0470 -0.9001 1.2987 0.27
N 0.1499 0.2072 0.5140 0.31
C -0.2200 1.4226 0.9381 0.00
C -0.1439 2.4927 0.0863 0.03
C -0.5850 3.8348 0.2225 0.06
C -0.3964 4.4466 -0.9950 0.07
C 0.1617 3.4852 -1.8575 0.15
N 0.3347 2.3155 -1.2143 0.06
H 1.8133 1.8073 4.0029 0.00
H 1.8284 1.2545 2.3305 0.00
H 2.4748 0.2310 3.6038 0.00
H -0.4818 1.0563 3.6480 0.01
H 0.3244 -0.0759 4.6564 0.00
H -0.5728 -2.0061 4.4578 0.01
H -0.9981 -4.0915 3.2291 0.00
H -0.5112 -4.2293 0.8066 0.01
H 0.4605 -1.3875 -1.3058 -0.03
H -0.4334 -2.8777 -1.3443 0.00
H 2.5476 -2.5303 -0.6541 0.00
H 1.8391 -3.4687 -1.9891 0.00
H 1.6858 -4.0247 -0.3316 0.00
H -0.6459 1.5790 1.9170 0.00
H -0.9888 4.2753 1.1209 0.00
H -0.6243 5.4646 -1.2647 0.00
H 0.4412 3.6272 -2.8907 0.00
I 2.2347 -0.8124 -3.7292 0.19
C 1.6736 1.1503 -3.3188 -0.07
H 2.5022 1.7631 -2.9814 0.02
H 1.0707 1.5711 -4.1214 0.02
F -1.0298 -0.1166 -3.4324 0.07
P -2.6952 -0.0474 -2.7547 -0.01
F -2.6920 1.4474 -3.2502 0.00
F -1.7896 0.5628 -1.3558 0.07
F -3.2502 -0.6205 -4.0770 0.00
F -2.3497 -1.4870 -2.1605 0.00
F -4.0164 0.0785 -1.9588 0.00
```

## Properties
Energy relative to the best compared isomer or geometry (same formula, charge and spin), kcal per mole: 0.0
<S²>: 8.84
HOMO (spin up / spin down), eV: -15.228 / -15.893
2S+1: 6
Charge: +2
Kohn-Sham gap (spin up / spin down), eV: 6.735 / 6.020


No. 7
Below is C16H19LaNO7Si as an isolated structure, with properties calculated with ωB97M-V/def2-TZVPD.

```
45
Properties=species:S:1:pos:R:3:lowdin_charge:R:1
La 0.1122 -0.3313 0.3229 1.94
O -3.2422 2.0302 -0.0990 0.06
C -2.6136 1.0015 -0.2834 -0.63
O -1.9665 0.3512 0.5934 -0.24
C -2.6728 0.3694 -1.7191 -0.10
C -2.4178 -1.1483 -1.7349 -0.27
C -2.9564 -1.7252 -3.0557 -0.10
C -1.9020 -1.2074 -4.0477 -0.09
C -0.9363 -0.4724 -3.1011 -0.25
O -1.0012 -1.2543 -1.9094 -0.16
C -1.5612 0.8683 -2.6776 -0.10
C -0.4681 1.7765 -2.0325 -0.60
O -0.3044 2.8914 -2.4980 0.07
O 0.2345 1.2417 -1.1201 -0.29
H -3.6628 0.6159 -2.1109 0.15
H -2.7247 -1.6768 -0.8301 0.16
H -3.9566 -1.3639 -3.2770 0.11
H -2.9769 -2.8143 -3.0214 0.11
H -2.3168 -0.5280 -4.7877 0.11
H -1.3984 -2.0238 -4.5623 0.11
H 0.0920 -0.4025 -3.4575 0.17
H -1.9710 1.4262 -3.5227 0.15
O -0.5933 -2.5178 0.7599 -0.33
N -0.7788 -2.4084 2.0012 -0.22
O -0.3768 -1.3468 2.5178 -0.26
C 4.0285 0.3870 2.0746 -0.28
Si 2.9651 -0.2225 0.5517 0.49
C 3.6172 0.9230 -0.8817 -0.27
C 3.8162 -1.8851 -0.0261 -0.32
C 3.0391 -2.8755 -0.6236 -0.14
C 3.6024 -4.0186 -1.1619 -0.11
C 4.9738 -4.2032 -1.1071 -0.12
C 5.7664 -3.2420 -0.5044 -0.11
C 5.1897 -2.1029 0.0299 -0.11
H 5.0531 0.6239 1.7905 0.00
H 4.0611 -0.3593 2.8630 0.00
H 3.5909 1.2895 2.4972 0.00
H 4.7048 0.9598 -0.9468 0.01
H 3.2509 1.9397 -0.7584 0.01
H 3.2382 0.5687 -1.8393 0.00
H 1.9577 -2.7456 -0.6694 0.07
H 2.9731 -4.7692 -1.6232 0.09
H 5.4224 -5.0907 -1.5335 0.09
H 6.8403 -3.3792 -0.4523 0.09
H 5.8209 -1.3591 0.4955 0.09
```

## Properties
Energy relative to the best compared isomer or geometry (same formula, charge and spin), kcal per mole: 23.1
HOMO, eV: -4.299
Charge: -1
Kohn-Sham gap, eV: 6.830


No. 8
Below is one molecule with the formula C16H19N3O2S2, with properties calculated with ωB97M-V/def2-TZVPD.

```
42
Properties=species:S:1:pos:R:3:nbo_charge:R:1
C 6.7369 0.1132 2.3019 -0.60
C 5.8696 0.4970 3.5010 -0.49
C 4.4305 0.7250 3.0654 0.69
O 3.9458 1.8257 2.9448 -0.60
N 3.7733 -0.4454 2.8118 -0.60
C 2.4621 -0.6443 2.3727 0.14
C 1.6168 0.4097 2.0522 -0.22
C 0.3330 0.1068 1.6381 -0.21
C -0.1281 -1.2253 1.5312 0.08
C 0.7378 -2.2679 1.8490 -0.19
C 2.0145 -1.9704 2.2641 -0.24
H 2.6923 -2.7743 2.5161 0.20
H 0.3933 -3.2860 1.7696 0.23
N -1.4160 -1.3508 1.1087 -0.44
C -1.9573 -0.2113 0.8923 -0.10
S -3.6306 -0.0798 0.4530 0.31
C -3.6521 1.5405 -0.3951 -0.62
H -4.7020 1.7638 -0.5734 0.24
C -2.8397 1.4672 -1.6796 0.66
O -1.7451 1.9919 -1.7636 -0.62
N -3.3884 0.7775 -2.6911 -0.43
C -4.6635 0.0858 -2.7057 -0.22
C -4.7866 -0.4369 -4.1376 -0.41
H -5.3730 -1.3514 -4.1892 0.22
C -3.3317 -0.6367 -4.5564 -0.41
C -2.6461 0.5677 -3.9242 -0.21
H -1.5910 0.4109 -3.6942 0.23
H -2.7292 1.4557 -4.5613 0.19
H -3.2027 -0.6683 -5.6356 0.22
H -2.9413 -1.5595 -4.1265 0.21
H -5.2555 0.3155 -4.7728 0.20
H -5.4832 0.7617 -2.4468 0.20
H -4.6552 -0.7394 -1.9849 0.21
H -3.2161 2.2859 0.2695 0.25
S -0.9280 1.2066 1.1823 0.40
H 1.9539 1.4287 2.1317 0.26
H 4.2895 -1.2988 2.9754 0.39
H 6.2365 1.4280 3.9333 0.23
H 5.9110 -0.2834 4.2641 0.21
H 6.3974 -0.8164 1.8488 0.20
H 7.7712 -0.0138 2.6129 0.21
H 6.6973 0.8955 1.5479 0.22
```

## Properties
Energy relative to the best compared isomer or geometry (same formula, charge and spin), kcal per mole: 0.0
Structure (SMILES): CCC(=O)Nc1ccc2nc(SCC(=O)N3CCCC3)sc2c1
HOMO, eV: -7.839
Kohn-Sham gap, eV: 8.403